350
Properties=species:S:1:pos:R:3:forces:R:3 method="wB97M-V/def2-TZVPD" de_lowest_kj_mol=89.15 gap_ev=8.63 e_homo_ev=-8.224
C -13.149774 -29.045317 -9.503076 1.32 -0.82 -2.58
C -12.509190 -27.650690 -9.819172 -1.53 -1.88 0.63
O -11.147307 -27.585591 -9.616037 0.45 -0.03 0.12
O -12.875293 -29.380969 -8.164300 0.13 0.25 0.51
H -12.646471 -29.786560 -10.271976 -0.66 1.02 1.67
H -14.230957 -29.144896 -9.756993 0.51 0.58 0.37
H -13.118166 -26.921145 -9.316174 0.00 0.69 0.68
H -12.650921 -27.462263 -10.835754 -0.42 0.20 -1.84
H -10.962894 -27.822411 -8.697664 0.18 -0.15 0.58
H -13.051834 -30.315232 -8.032651 -0.14 -0.39 -0.28
C -17.538874 -31.890827 -1.337210 -0.40 -0.72 -2.03
C -16.960286 -30.556381 -1.104477 0.09 2.35 -0.59
O -17.967435 -29.507018 -1.202865 -1.01 -1.56 0.64
O -18.417609 -32.310884 -0.336549 -0.17 -0.21 0.26
H -16.723135 -32.610992 -1.401744 0.12 -0.10 0.25
H -17.990983 -31.918800 -2.380435 0.11 0.10 0.98
H -16.190893 -30.222687 -1.835233 -0.13 -0.95 0.49
H -16.591314 -30.493048 -0.101856 0.61 -0.12 0.67
H -17.566722 -28.760984 -1.603277 0.49 1.06 -0.61
H -19.285514 -31.873741 -0.412241 -0.06 0.22 0.03
C -12.867778 -22.704321 -9.882226 -0.48 -1.00 -0.01
C -14.376392 -23.133318 -9.956059 -0.03 0.01 -1.71
C -14.896997 -23.523077 -8.562630 0.34 0.35 -0.28
C -15.057522 -22.339003 -7.651858 0.51 0.94 0.78
C -15.898259 -21.238961 -8.282064 2.56 0.15 -0.32
C -15.622122 -20.899181 -9.754717 0.54 1.35 -0.41
N -15.331729 -22.120801 -10.547232 -0.87 -0.95 1.48
O -14.892303 -21.719006 -11.805598 1.12 1.60 -0.24
C -16.908260 -20.139383 -10.279267 -0.10 -1.85 0.03
C -14.475883 -19.869232 -9.879303 -0.35 0.85 -0.91
C -14.504071 -24.386969 -10.920351 0.16 -0.75 2.22
H -12.293043 -23.608324 -9.637818 0.01 -0.01 -0.54
H -12.679337 -22.108532 -9.026078 -0.07 0.90 0.86
H -12.433187 -22.174765 -10.737598 -0.44 -0.41 -0.07
H -15.893123 -23.924389 -8.665735 -0.30 -0.68 -0.24
H -14.208255 -24.250900 -8.124056 -0.20 -0.17 -0.08
H -14.118747 -21.887333 -7.354399 0.68 -0.08 -0.21
H -15.466799 -22.610110 -6.663024 -0.27 -0.16 -0.48
H -15.798015 -20.333344 -7.682286 -0.21 0.07 -0.13
H -16.857772 -21.558891 -8.265628 -3.29 -0.85 0.26
H -17.324524 -19.389623 -9.564343 0.55 -0.62 -0.45
H -16.626815 -19.679887 -11.214236 -0.22 0.35 -0.28
H -17.684214 -20.930701 -10.502530 0.63 0.94 0.30
H -13.496912 -20.239371 -9.662189 0.49 -0.36 0.50
H -14.366126 -19.418839 -10.901664 -0.44 -0.58 0.76
H -14.717518 -19.042023 -9.213919 0.17 0.12 0.13
H -15.515306 -24.704716 -11.118919 -0.79 0.36 0.33
H -14.071219 -25.275435 -10.387800 0.00 0.80 -0.54
H -14.080508 -24.334758 -11.892159 0.99 0.50 -0.70
H -15.091388 -22.365882 -12.469192 -0.67 -0.83 -0.05
C -16.164688 -23.945438 -0.844197 -0.76 -0.56 0.48
C -15.869565 -24.983432 -1.917461 -0.77 1.46 0.56
C -15.699810 -24.137006 -3.235356 -1.41 -1.55 -0.54
C -14.976970 -24.919510 -4.333175 -0.13 0.39 -0.36
C -13.589141 -25.184110 -3.728101 -0.56 0.43 -1.54
C -13.624668 -25.994943 -2.510930 1.01 -1.24 2.88
N -14.558691 -25.394611 -1.534674 1.72 -0.21 -1.29
O -14.559681 -26.171626 -0.384997 -0.25 -0.54 1.10
C -13.834141 -27.490555 -2.715110 -1.38 -0.54 -2.34
C -12.193582 -25.929659 -1.855567 -1.04 0.00 -1.35
C -17.056157 -26.046789 -1.970845 1.88 -0.15 -1.15
H -15.989426 -24.323103 0.185554 -0.56 0.16 -0.65
H -17.183980 -23.652866 -1.024952 -0.63 0.51 0.58
H -15.519063 -23.112470 -1.002420 0.46 0.70 0.01
H -16.673055 -23.735013 -3.527467 -0.36 -0.47 -0.15
H -15.143215 -23.229138 -3.144590 0.72 0.44 0.93
H -14.837486 -24.249468 -5.201982 -0.10 -0.30 0.22
H -15.527532 -25.817700 -4.744138 0.69 0.67 0.77
H -13.112901 -24.234998 -3.451017 -0.17 0.08 -0.39
H -12.984771 -25.669509 -4.480214 0.38 -0.09 0.16
H -12.900454 -28.015200 -2.698488 0.27 -0.35 0.75
H -14.593328 -27.918648 -2.050421 0.43 -0.04 0.04
H -14.140074 -27.778458 -3.775999 -0.12 0.71 1.09
H -11.857543 -24.914622 -1.785464 0.24 0.63 0.30
H -12.106548 -26.461896 -0.931341 -0.17 -0.22 0.58
H -11.600697 -26.447023 -2.591545 0.71 -0.01 -0.04
H -17.038890 -26.832825 -1.186139 0.24 0.71 -0.41
H -16.979292 -26.469792 -2.978526 0.11 -0.67 0.17
H -18.025926 -25.600793 -2.023431 -0.60 0.69 0.48
H -14.243950 -25.596790 0.331726 -0.06 -0.19 -0.42
C -15.295215 -38.010674 -5.496929 0.85 -1.69 -1.65
C -16.254190 -36.945233 -5.093741 -1.46 0.70 -0.18
C -15.646900 -35.576706 -5.406412 1.52 -0.15 0.19
C -16.554777 -34.363802 -5.433161 -0.52 -0.98 -0.08
C -17.769623 -34.689962 -6.271401 -0.82 0.34 -0.58
C -18.515108 -35.980944 -5.881914 1.51 -1.35 -1.17
N -17.469975 -37.078245 -5.964332 -0.11 0.56 -0.19
O -18.088935 -38.327879 -5.669806 -0.25 0.08 0.36
C -19.239707 -35.865671 -4.533030 -0.21 -0.04 -1.06
C -19.521322 -36.234504 -7.043353 -0.67 1.80 0.39
C -16.570962 -37.144328 -3.613861 0.05 0.77 1.27
H -14.479503 -38.182619 -4.781601 -0.25 0.24 -0.13
H -14.844670 -37.833692 -6.511656 -0.32 0.15 0.89
H -15.830118 -38.973379 -5.636572 0.29 0.48 0.44
H -14.870741 -35.444925 -4.637445 -0.01 0.16 -0.08
H -15.054559 -35.666928 -6.343860 -0.65 0.12 0.28
H -16.009564 -33.523287 -5.868520 -0.14 0.15 0.43
H -16.933583 -34.168162 -4.429769 0.40 0.49 0.16
H -17.528419 -34.645405 -7.361752 -0.20 -0.46 0.77
H -18.569578 -33.968283 -6.120446 0.14 0.72 -0.09
H -20.049936 -35.198729 -4.784892 -0.80 0.04 0.37
H -19.590363 -36.831382 -4.145862 0.04 0.33 -0.26
H -18.671708 -35.355953 -3.784384 0.42 0.19 0.41
H -20.194707 -35.324124 -7.167962 0.96 -0.82 0.13
H -19.089415 -36.451598 -8.012131 0.61 0.17 -0.05
H -20.220560 -37.008197 -6.871809 -0.62 -1.12 0.63
H -17.133035 -36.298137 -3.129032 0.26 -1.05 -0.69
H -15.635173 -37.145285 -3.031798 -0.08 -0.23 -0.31
H -17.059961 -38.120205 -3.454645 0.00 0.57 0.01
H -18.218224 -38.726478 -6.532040 0.04 -0.06 -0.17
C -9.425285 -29.989687 -6.791668 -0.78 0.64 0.00
C -9.156134 -28.517776 -6.524790 0.40 0.34 1.20
C -8.171561 -27.930980 -7.532253 0.07 -0.74 -1.96
C -8.086811 -26.452596 -7.415533 1.04 1.55 -0.24
C -9.429595 -25.785469 -7.473666 -1.84 0.20 -1.43
C -10.480912 -26.358258 -6.510675 -0.52 0.42 0.61
N -10.444941 -27.811138 -6.701996 -0.01 -0.71 -0.13
O -11.389734 -28.464322 -5.828149 -0.58 0.15 -0.71
C -10.291900 -25.963079 -5.010383 0.80 -0.75 -1.10
C -11.907212 -25.878798 -6.911406 1.50 1.76 -1.13
C -8.529059 -28.387979 -5.081440 0.48 0.11 -2.41
H -9.882275 -30.078861 -7.796044 0.10 -0.29 0.53
H -10.052562 -30.424425 -5.979798 0.47 0.13 -0.75
H -8.446814 -30.399530 -6.775176 0.76 -1.07 -0.17
H -7.076478 -28.256437 -7.431830 -1.79 -0.47 -0.19
H -8.625487 -28.143931 -8.576820 1.12 -0.07 1.35
H -7.446120 -26.042501 -8.232936 -0.43 -0.31 0.46
H -7.528877 -26.216157 -6.507165 -0.16 0.29 0.17
H -9.871063 -25.972754 -8.535158 0.82 0.56 1.63
H -9.429833 -24.695738 -7.285592 0.33 -0.40 -0.25
H -10.582420 -24.958500 -4.776541 -0.55 0.52 -0.08
H -10.908346 -26.700324 -4.522801 -0.16 0.13 0.74
H -9.259627 -26.057850 -4.671161 -0.13 -0.08 -0.07
H -12.163322 -26.171870 -7.939603 0.01 -0.36 0.70
H -12.633046 -26.158273 -6.166734 -0.34 -0.07 -0.17
H -11.829597 -24.748220 -7.039556 -0.32 -1.13 0.69
H -7.877910 -29.247689 -5.022334 0.00 -0.38 0.71
H -9.317973 -28.327271 -4.382729 -0.44 -0.26 1.11
H -7.874333 -27.516620 -5.051274 -0.23 -0.02 0.34
H -12.006404 -28.907914 -6.463820 0.50 0.60 0.27
C -19.225186 -28.528532 -4.049591 -0.70 1.17 0.18
C -19.379951 -28.785068 -5.566632 -0.23 0.81 0.18
C -19.132843 -27.482551 -6.391674 -1.47 -1.34 -0.09
C -17.676968 -27.093358 -6.333173 -0.30 2.64 0.63
C -16.766471 -28.125612 -6.885258 0.74 -0.79 -0.50
C -16.928690 -29.476682 -6.218770 0.10 -1.23 1.12
N -18.413289 -29.783686 -6.035888 1.01 -0.17 -1.06
O -18.529919 -30.990731 -5.257067 0.07 0.63 -0.28
C -16.297545 -30.615265 -7.086852 -0.26 -0.21 -1.35
C -16.169276 -29.557513 -4.839170 -1.31 2.80 -1.10
C -20.839398 -29.334746 -5.757355 0.45 -0.06 0.22
H -19.320123 -29.481804 -3.564259 -0.06 -0.34 0.47
H -19.968581 -27.801009 -3.610369 0.30 -0.89 -0.75
H -18.283228 -28.083612 -3.750720 0.40 -0.14 -0.29
H -19.443611 -27.683405 -7.435931 0.27 -0.04 0.26
H -19.915191 -26.776678 -6.026302 1.08 -0.01 -0.07
H -17.467682 -26.719519 -5.305179 0.25 -0.58 -0.46
H -17.499526 -26.203834 -6.957756 -0.28 0.06 0.18
H -15.693922 -27.845756 -6.912220 -0.41 0.01 0.56
H -16.976121 -28.186341 -7.955367 -0.34 -0.37 -0.13
H -15.212215 -30.543466 -7.435228 -1.46 0.82 0.74
H -16.339454 -31.555938 -6.561141 -0.09 -0.31 0.56
H -16.916939 -30.807955 -8.002047 0.45 0.44 0.54
H -16.619960 -30.271847 -4.209380 -0.25 -1.06 0.67
H -15.165982 -29.738041 -5.082537 1.52 -0.57 0.08
H -16.176348 -28.564805 -4.323552 -0.16 -0.66 -0.30
H -21.038488 -29.821856 -6.721048 0.31 0.52 -0.09
H -21.618040 -28.551826 -5.571912 0.75 -0.63 -0.01
H -20.922176 -30.158148 -5.035078 -0.41 0.36 0.09
H -19.073957 -31.473547 -5.875144 -0.20 -0.76 0.01
C -22.559444 -21.968867 -1.515995 0.11 0.91 0.04
C -22.434799 -23.358857 -1.010940 0.23 -2.07 -1.02
C -23.699268 -23.732288 -0.246680 -1.15 1.09 0.76
C -23.891543 -25.219126 0.002875 0.08 -0.41 0.83
C -23.819154 -25.936124 -1.342502 -0.69 -0.27 0.81
C -22.567797 -25.698384 -2.134856 -0.03 0.26 -1.05
N -22.456026 -24.179526 -2.277149 -0.92 -1.76 1.20
O -21.391450 -23.857234 -3.073802 1.59 0.25 -0.99
C -21.364962 -26.393070 -1.448292 0.22 1.38 0.57
C -22.792321 -26.308778 -3.587922 -0.40 0.59 1.46
C -21.139665 -23.562699 -0.204922 -0.80 0.29 0.12
H -22.621016 -21.251234 -0.700760 -0.26 0.12 0.03
H -23.403223 -21.925613 -2.196394 -0.30 0.24 0.16
H -21.705937 -21.714740 -2.111911 0.60 0.29 -0.26
H -23.684712 -23.207765 0.714211 0.28 0.02 0.10
H -24.584464 -23.216291 -0.740516 0.91 -1.06 0.12
H -24.870454 -25.480532 0.489257 0.70 0.58 -0.51
H -23.140408 -25.575730 0.775028 -0.52 0.27 -1.04
H -24.632835 -25.490357 -1.937646 -0.10 -0.69 0.11
H -23.924828 -27.021644 -1.138331 -0.25 0.45 -0.60
H -20.482024 -25.733697 -1.577507 -0.10 -0.70 -0.14
H -21.527030 -26.393916 -0.341757 0.14 -0.43 -0.91
H -21.152629 -27.395449 -1.823139 -0.16 0.15 0.13
H -21.933684 -26.014242 -4.162874 0.56 -0.55 -0.44
H -22.951411 -27.394065 -3.439483 0.44 0.45 -0.41
H -23.666893 -25.901530 -4.132869 0.26 0.00 0.66
H -20.968070 -24.481342 0.320340 -0.35 -0.61 0.01
H -21.173244 -22.814048 0.530296 -0.12 1.10 1.41
H -20.230491 -23.301795 -0.690501 0.76 0.06 -1.08
H -20.520680 -23.933237 -2.620498 -0.64 -0.13 0.01
C -20.080146 -32.791487 -10.584543 0.47 -0.52 -0.04
C -20.579700 -31.341089 -10.468059 0.37 1.21 0.83
C -20.166690 -30.505974 -11.629884 1.68 2.15 -1.46
C -20.836806 -30.924203 -12.940765 0.11 -0.83 1.29
C -22.342519 -30.847215 -12.761220 -0.11 2.49 -0.38
C -22.867722 -31.439263 -11.477375 -1.26 0.70 -0.03
N -21.999531 -31.102060 -10.355979 -0.81 -0.46 1.15
O -22.410237 -31.985816 -9.317355 -0.30 -0.73 0.72
C -24.267294 -30.740644 -11.198596 2.14 -0.75 0.43
C -23.056420 -32.931680 -11.671863 -1.24 -1.77 -0.25
C -19.912011 -30.657188 -9.248572 0.33 -1.70 1.73
H -18.988234 -32.774321 -10.393147 -0.50 -0.06 0.11
H -20.171663 -33.237003 -11.590340 -0.25 0.28 0.41
H -20.563387 -33.477345 -9.857278 0.35 0.58 -0.37
H -20.288909 -29.350305 -11.484454 -0.15 -2.11 0.16
H -19.065090 -30.644375 -11.652123 -0.38 0.17 -0.53
H -20.493650 -31.935654 -13.137920 -0.35 -0.49 -0.02
H -20.459528 -30.411593 -13.786036 0.12 1.07 -0.78
H -22.877980 -31.338269 -13.525403 -0.39 -0.72 -1.18
H -22.739655 -29.779676 -12.895454 0.98 -1.04 0.51
H -24.626632 -31.121895 -10.249884 -0.53 -0.08 -0.07
H -24.065795 -29.695748 -11.116174 0.08 0.84 0.29
H -24.933913 -30.854922 -12.022863 -0.64 -0.53 -0.45
H -22.892204 -33.156165 -12.746790 0.32 -0.35 0.76
H -22.476436 -33.592112 -10.980971 -0.40 0.68 -0.90
H -24.137793 -33.230534 -11.526621 1.05 0.37 0.09
H -20.257539 -29.667210 -9.038160 -0.13 0.89 -0.59
H -18.804055 -30.696427 -9.284911 -0.59 0.20 -0.31
H -20.150388 -31.144222 -8.260555 0.13 -0.17 -1.04
H -22.892815 -31.510046 -8.641296 -0.01 0.64 -0.06
C -13.177930 -32.130442 -5.205349 0.47 0.41 0.74
C -12.951123 -32.246351 -3.693044 1.07 0.76 0.26
C -12.278505 -33.573981 -3.389507 0.23 -0.48 0.80
C -11.688985 -33.565860 -1.927056 -0.91 -0.50 -1.84
C -10.834552 -32.367339 -1.642635 -1.25 0.32 1.92
C -11.497627 -31.001511 -1.967170 0.88 -1.25 -0.07
N -11.988231 -31.125500 -3.337308 -0.51 -1.73 -0.58
O -12.644532 -29.957905 -3.720230 -0.41 0.95 0.09
C -12.521047 -30.643843 -0.851097 0.87 -1.17 -0.09
C -10.376774 -29.963446 -2.018084 -0.88 0.09 0.87
C -14.262150 -32.168139 -2.917689 0.28 0.14 -1.15
H -12.181830 -31.963089 -5.644619 -0.24 -0.65 -0.22
H -13.706705 -31.200624 -5.414228 -0.51 -0.37 -0.14
H -13.694662 -33.049333 -5.514072 0.18 0.45 -0.37
H -13.069581 -34.368406 -3.603380 1.20 0.64 0.57
H -11.411872 -33.745215 -4.028114 -0.16 0.05 -0.50
H -11.049349 -34.426907 -1.781694 -0.22 -0.51 0.12
H -12.527503 -33.602924 -1.270900 -0.48 -0.24 0.90
H -9.912543 -32.518154 -2.142784 1.10 0.31 -0.50
H -10.689409 -32.426440 -0.512830 0.38 0.39 -1.36
H -12.774840 -29.620760 -1.012144 -0.58 0.77 0.30
H -13.399267 -31.300543 -0.921394 0.38 0.60 0.31
H -12.039004 -30.809663 0.150161 -0.45 0.41 -0.89
H -9.915564 -30.073517 -1.030064 0.35 0.66 -0.21
H -9.655403 -30.103742 -2.819571 -0.05 -0.32 0.02
H -10.865829 -28.992101 -2.148352 0.45 0.16 0.25
H -14.962587 -32.772426 -3.493547 -0.46 0.10 0.23
H -14.564800 -31.123591 -2.865706 -0.29 -0.17 0.01
H -14.122716 -32.589106 -1.943033 -0.35 -0.23 0.44
H -12.040509 -29.508827 -4.323969 0.19 0.13 -0.12
C -19.713951 -20.617051 -4.999577 1.79 1.22 -0.25
C -20.547207 -20.910671 -6.256086 0.88 -0.43 1.12
C -19.569884 -20.960120 -7.451247 -2.85 1.48 -0.24
C -20.264965 -21.491864 -8.669453 -1.11 1.16 -1.14
C -20.669361 -22.905653 -8.451730 2.30 -0.75 1.48
C -21.586134 -23.040143 -7.240986 -0.40 -0.26 0.27
N -21.042518 -22.297433 -6.029383 -1.51 -0.02 -1.28
O -22.174571 -22.179066 -5.119087 1.34 -1.39 0.62
C -23.004791 -22.584694 -7.796490 1.64 -0.49 -0.23
C -21.568231 -24.529710 -6.842615 0.14 1.02 1.60
C -21.674427 -19.889733 -6.345396 -0.59 -0.84 -1.75
H -18.978403 -19.789434 -5.186717 -0.62 -0.31 -0.35
H -19.008169 -21.441665 -4.763705 -0.95 0.12 0.27
H -20.274217 -20.182606 -4.171056 -0.23 -0.82 0.24
H -19.237445 -19.955640 -7.667783 0.38 0.38 0.23
H -18.782390 -21.579783 -7.212817 1.99 -1.28 0.64
H -19.650103 -21.332852 -9.560379 -0.01 -0.30 0.05
H -21.221895 -20.914506 -8.886052 1.27 -0.30 0.28
H -19.737293 -23.553830 -8.348631 -0.98 0.64 0.04
H -21.218463 -23.289398 -9.251681 -0.74 -0.72 -1.54
H -23.565295 -22.108622 -7.019132 -0.63 0.08 0.20
H -22.781183 -21.902324 -8.627469 -0.56 0.13 0.41
H -23.506638 -23.445319 -8.272322 0.01 0.26 0.57
H -22.252667 -24.756005 -6.005621 -0.11 0.18 -0.56
H -21.816224 -25.102705 -7.709209 0.01 -0.76 -0.44
H -20.568586 -24.740379 -6.405705 -0.40 -0.07 -0.72
H -21.376517 -18.941025 -5.923113 -0.11 0.26 0.07
H -22.543312 -20.349241 -5.844094 0.41 0.83 -0.03
H -21.951456 -19.777932 -7.427500 0.09 0.31 0.95
H -21.882121 -22.824541 -4.418250 -0.55 0.77 -0.49
C -15.583024 -32.193257 -11.224471 0.67 -1.24 -1.29
C -14.844024 -33.381801 -10.541850 0.98 0.47 -1.33
C -14.286810 -34.315053 -11.672190 -1.39 -0.03 0.93
C -13.382481 -35.412063 -11.208550 1.71 -1.35 1.34
C -12.139194 -34.884169 -10.408752 -1.82 0.59 0.88
C -12.578341 -33.805631 -9.338880 0.39 -0.43 -0.93
N -13.650782 -32.877396 -9.839503 0.42 -1.07 -2.18
O -14.044726 -31.895867 -8.973870 0.12 0.62 1.50
C -12.995620 -34.495942 -8.078151 -0.27 -1.02 0.20
C -11.372856 -32.929584 -9.028566 0.44 -0.60 0.80
C -15.833054 -34.110823 -9.667730 0.77 -0.35 1.34
H -16.056354 -31.556976 -10.509397 0.14 0.84 0.49
H -16.430783 -32.660627 -11.748474 0.25 0.14 -0.21
H -14.929843 -31.684084 -11.997151 -0.75 -0.27 1.17
H -15.146132 -34.745265 -12.174661 -0.35 -0.24 -0.06
H -13.827506 -33.728899 -12.420070 0.82 0.94 -0.70
H -12.945719 -35.999789 -12.043706 -0.68 0.23 0.28
H -13.911925 -36.135604 -10.527976 0.30 0.55 -0.76
H -11.434300 -34.420098 -11.046250 0.59 0.58 -1.06
H -11.553770 -35.664386 -9.876911 -0.69 0.23 -0.25
H -13.351604 -33.703744 -7.466822 -0.39 0.35 1.18
H -13.795855 -35.237283 -8.212059 0.16 0.24 -0.10
H -12.168786 -35.017307 -7.575758 -0.13 0.31 -0.11
H -10.937122 -32.488465 -9.949878 -0.31 -0.06 0.75
H -11.737611 -32.188527 -8.291874 0.69 0.01 -0.47
H -10.621557 -33.596811 -8.501874 -0.57 0.95 -0.67
H -15.497035 -35.141409 -9.573704 -0.55 -0.19 0.11
H -16.836185 -34.014674 -9.993315 -0.96 -0.34 -0.84
H -15.929456 -33.719391 -8.643040 0.46 0.09 -0.04
H -14.661656 -32.283668 -8.328091 -0.01 -0.03 0.09
C -21.265825 -32.296763 -2.402150 1.48 1.18 0.43
C -21.965930 -31.949819 -1.104531 -1.35 1.44 0.28
C -22.124957 -33.177797 -0.226699 1.58 -0.13 -0.05
C -22.746987 -32.990722 1.142810 -0.21 -0.34 -0.61
C -21.918335 -32.000806 1.879367 1.37 1.14 0.46
C -21.591172 -30.728263 1.083038 0.63 2.32 -0.29
N -21.164267 -30.972684 -0.333639 0.82 -1.66 0.43
O -20.980185 -29.769555 -1.042990 -1.52 0.27 0.21
C -22.789224 -29.757080 1.171406 -0.44 0.84 -0.42
C -20.383998 -29.965598 1.720763 -1.06 0.06 1.12
C -23.357036 -31.332396 -1.441810 0.94 -1.69 0.26
H -21.105928 -31.306658 -2.917986 0.17 -1.12 0.24
H -21.948170 -32.868632 -3.008946 0.11 -0.54 -0.29
H -20.268877 -32.806577 -2.172929 -1.33 0.51 -0.66
H -22.515245 -33.935103 -0.885827 -0.54 -0.59 0.17
H -21.080120 -33.442045 -0.009475 -0.02 -0.48 -0.18
H -22.734540 -33.919138 1.720977 -0.34 -0.05 -0.30
H -23.761591 -32.614443 1.043078 -0.30 -0.20 0.21
H -20.971409 -32.386840 2.279463 -0.06 -0.47 -0.47
H -22.417095 -31.661483 2.779062 -0.32 0.18 0.23
H -23.740803 -30.290326 1.213332 -0.03 0.05 -0.35
H -22.830314 -29.108171 2.080485 0.59 -0.55 -0.54
H -22.741467 -29.083531 0.277334 -0.33 -0.47 0.81
H -20.691299 -29.955854 2.812688 1.01 0.09 -0.92
H -19.451030 -30.503734 1.520658 -0.13 0.08 0.35
H -20.264707 -28.894199 1.405010 -0.34 -1.10 0.02
H -23.925497 -31.380437 -0.533205 -0.52 0.65 0.18
H -23.847760 -32.012721 -2.127939 -0.22 0.11 -0.44
H -23.210287 -30.358105 -1.855676 -0.28 0.65 -0.18
H -20.063376 -29.724268 -1.299162 1.05 -0.17 0.12